No. 1
90
Properties=species:S:1:pos:R:3:forces:R:3 method="wB97M-V/def2-TZVPD" lumo_ev=3.957 e_tot_ha=-3935.792471 de_lowest_ev=0.000 charge=-2 orbital_gap_ev=6.83
Ta -0.372 0.230 -0.860 0.2 -0.6 -0.2
O -0.106 2.800 -5.253 0.0 0.0 0.0
C -0.229 2.036 -4.136 -0.1 0.0 0.0
O 0.199 2.372 -3.079 0.1 0.0 0.0
C -0.985 0.770 -4.396 0.0 0.0 0.0
C -1.430 0.456 -5.670 0.0 0.0 0.0
C -2.101 -0.740 -5.865 0.0 0.0 0.0
C -2.317 -1.562 -4.777 0.0 0.0 0.0
C -1.860 -1.153 -3.532 0.0 0.0 0.0
N -1.198 -0.018 -3.342 0.1 0.1 0.0
C -2.138 -2.006 -2.303 -0.1 0.0 0.0
O -2.677 -3.094 -2.465 0.0 0.0 0.0
O -1.784 -1.461 -1.211 0.1 -0.1 0.0
H 0.385 3.580 -4.957 0.0 0.0 0.0
H -1.231 1.137 -6.482 0.0 0.0 0.0
H -2.449 -1.019 -6.851 0.0 0.0 0.0
H -2.837 -2.507 -4.838 0.0 0.0 0.0
O -1.284 4.283 -0.737 0.0 0.0 0.0
S -2.068 3.363 0.067 -0.1 0.1 0.2
O -1.374 2.885 1.264 0.0 0.1 0.0
O -3.428 3.806 0.330 0.0 0.0 -0.1
S -2.360 1.641 -1.140 0.0 0.0 0.1
C 0.295 -0.368 4.773 0.0 0.0 0.0
N 1.486 -0.503 3.957 0.0 0.0 -0.1
C 1.705 0.287 2.836 -0.1 0.0 -0.1
N 0.982 1.446 2.770 0.0 0.1 0.1
O 2.556 -0.026 2.016 0.1 0.0 0.1
H 0.360 -1.067 5.607 0.0 0.0 0.0
H -0.627 -0.574 4.225 0.0 0.0 0.0
H 0.244 0.637 5.196 0.0 0.0 0.0
H 1.762 -1.450 3.753 0.0 0.0 0.0
H 0.052 1.439 3.160 0.0 0.0 0.0
H 0.967 1.857 1.847 0.1 0.0 0.0
N 0.919 1.411 -0.538 -0.3 0.6 0.1
C 1.879 2.393 -0.442 0.3 -0.3 -0.2
C 3.146 2.158 -0.993 0.1 0.0 0.0
C 4.142 3.116 -0.918 0.0 0.0 0.0
C 3.896 4.333 -0.292 0.0 0.0 0.0
C 2.639 4.570 0.252 0.1 0.0 0.0
C 1.635 3.618 0.182 -0.1 0.0 0.0
H 3.330 1.207 -1.478 0.0 0.0 0.0
H 5.117 2.910 -1.346 0.0 0.0 0.0
H 4.675 5.084 -0.228 0.0 0.0 0.0
H 2.431 5.517 0.738 0.0 0.0 0.0
H 0.649 3.810 0.581 0.0 0.0 0.0
C -4.071 2.737 3.396 0.0 0.0 0.0
C -3.868 1.501 4.219 0.0 0.0 0.0
C -3.996 1.496 5.597 0.0 0.0 0.0
C -3.791 0.329 6.321 0.0 -0.1 0.0
Cl -3.959 0.363 8.068 0.0 0.0 0.0
C -3.451 -0.847 5.690 0.0 0.0 0.0
C -3.314 -0.863 4.305 0.0 0.0 0.0
C -3.524 0.299 3.572 0.0 0.0 0.0
O -3.439 0.395 2.228 0.0 0.0 0.0
C -3.060 -0.743 1.461 0.0 0.0 0.1
C -1.565 -1.049 1.602 0.0 -0.1 0.1
O -1.189 -2.005 2.253 0.0 0.0 0.0
O -0.750 -0.181 1.055 -0.4 -0.1 -0.1
H -4.382 3.574 4.022 0.0 0.0 0.0
H -4.813 2.575 2.614 0.0 0.0 0.0
H -3.158 2.995 2.854 0.0 0.0 0.0
H -4.256 2.412 6.113 0.0 0.0 0.0
H -3.275 -1.746 6.265 0.0 0.0 0.0
H -2.996 -1.772 3.815 0.0 0.0 0.0
H -3.284 -0.481 0.432 0.0 0.0 0.0
H -3.631 -1.625 1.761 0.0 0.0 0.0
C 4.217 -1.635 -0.173 0.0 0.0 0.0
C 3.400 -2.919 -0.259 0.0 0.1 0.0
C 2.475 -2.956 -1.489 0.0 0.0 0.0
C 1.739 -4.309 -1.575 0.0 0.0 0.0
C 0.821 -4.441 -2.784 0.0 0.0 0.0
C 3.309 -2.779 -2.738 0.0 0.0 0.0
O 4.220 -3.530 -3.033 0.0 0.0 0.0
N 2.982 -1.717 -3.528 0.0 0.0 0.0
C 1.910 -0.810 -3.371 0.0 -0.1 0.0
O 1.751 0.010 -4.255 0.0 0.0 0.0
N 1.146 -0.942 -2.255 0.1 0.2 -0.1
C 1.435 -1.868 -1.330 0.1 -0.1 -0.1
O 0.768 -1.812 -0.296 -0.1 0.1 0.2
H 4.839 -1.638 0.722 0.0 0.0 0.0
H 3.568 -0.762 -0.082 0.0 0.0 0.0
H 4.872 -1.522 -1.041 0.0 0.0 0.0
H 2.761 -3.002 0.621 0.0 0.0 0.0
H 4.049 -3.797 -0.306 0.0 0.0 0.0
H 1.162 -4.415 -0.654 0.0 0.0 0.0
H 2.504 -5.088 -1.591 0.0 0.0 0.0
H 0.041 -3.679 -2.782 0.0 0.0 0.0
H 0.315 -5.407 -2.774 0.0 0.0 0.0
H 1.382 -4.365 -3.719 0.0 0.0 0.0
H 3.514 -1.589 -4.375 0.0 0.0 0.0

=====

No. 2
70
Properties=species:S:1:pos:R:3:forces:R:3 method="wB97M-V/def2-TZVPD" s2=3.768 lumo_ev="-8.381 / -8.382" e_tot_ha=-2194.198911 de_lowest_ev=0.030 charge=+2 orbital_gap_ev="3.30 / 4.55" spin_multiplicity=4
C 2.937 0.981 -6.920 0.5 0.3 -1.7
C 2.064 2.151 -7.021 -0.6 0.2 1.2
C 4.310 1.126 -6.424 -0.1 -0.2 1.4
C 2.499 -0.292 -7.503 -0.4 -0.7 1.0
Cl -0.418 0.531 -3.239 -1.5 -0.2 -2.0
H 5.013 1.379 -7.234 -0.3 0.0 -0.2
H 4.676 0.197 -5.961 -0.1 0.2 -0.4
H 4.383 1.927 -5.671 0.0 -0.1 -0.5
H 2.152 2.638 -8.009 0.2 -0.3 0.0
H 2.304 2.910 -6.263 0.1 -0.1 -0.4
H 1.006 1.881 -6.894 0.2 0.0 -0.3
H 2.696 -0.336 -8.588 0.1 0.3 0.1
H 1.417 -0.443 -7.374 0.2 0.2 -0.2
H 3.014 -1.151 -7.049 0.1 0.3 -0.3
C 1.221 1.417 0.129 0.7 1.2 0.4
C 2.555 1.092 -0.302 0.7 1.2 1.0
C 2.751 1.646 -1.607 -0.4 1.0 0.4
H 3.311 0.617 0.299 0.0 0.0 0.0
C 1.538 2.317 -1.991 0.7 0.7 0.9
C 0.598 2.191 -0.908 0.5 0.7 0.4
H -0.377 2.658 -0.834 0.0 -0.3 -0.3
H 0.790 1.196 1.098 0.0 -0.2 -0.2
H 3.671 1.640 -2.178 -0.2 -0.3 0.0
H 1.387 2.876 -2.901 -0.2 -0.2 0.0
C 0.051 -1.930 -1.615 1.2 -1.2 0.0
C 0.692 -1.577 -0.370 0.4 -0.8 -0.3
C 2.120 -1.599 -0.595 -0.4 -2.0 -0.4
H 0.205 -1.502 0.595 -0.1 0.2 -0.2
C 2.345 -2.025 -1.949 0.0 1.0 1.1
C 1.088 -2.200 -2.579 -1.6 -0.4 0.6
H 0.924 -2.544 -3.592 0.0 0.2 0.1
H -1.017 -2.071 -1.726 0.1 0.3 -0.1
H 2.863 -1.503 0.189 -0.2 0.0 -0.3
H 3.316 -2.252 -2.383 -0.2 0.3 0.1
Re 1.081 0.209 -1.608 0.3 -1.2 -1.1
O -2.077 -0.522 0.808 0.2 0.1 0.4
P -2.071 -0.424 2.308 -0.4 0.0 -0.2
C -0.622 -1.252 3.004 0.3 -0.1 0.3
C -0.662 -2.633 3.247 0.3 0.1 0.0
C 0.507 -3.312 3.599 0.0 0.1 -0.1
C 1.728 -2.630 3.655 -0.1 0.0 -0.2
C 1.771 -1.255 3.408 -0.1 0.1 0.0
C 0.593 -0.556 3.140 -0.1 -0.4 -0.1
C -1.962 1.291 2.882 -0.1 0.3 -0.2
C -1.847 2.306 1.917 0.2 -0.1 0.4
C -1.686 3.632 2.321 0.0 -0.1 0.1
C -1.678 3.954 3.681 0.0 -0.2 -0.1
C -1.836 2.949 4.640 -0.1 -0.2 -0.2
C -1.982 1.615 4.244 0.1 0.4 -0.2
C -3.512 -1.165 3.102 -0.2 -0.2 0.0
C -3.519 -1.470 4.471 -0.4 0.0 0.0
C -4.673 -1.997 5.060 0.2 0.1 -0.1
C -5.803 -2.257 4.277 0.2 0.1 -0.1
C -5.784 -1.982 2.904 0.1 0.0 0.2
C -4.645 -1.429 2.316 0.1 0.0 0.2
H -1.609 -3.171 3.177 0.3 0.1 0.0
H 0.463 -4.378 3.821 0.1 0.3 -0.1
H 2.647 -3.168 3.895 -0.3 0.1 0.0
H 2.718 -0.711 3.436 -0.3 -0.2 0.2
H 0.614 0.532 3.058 0.0 -0.2 0.0
H -1.886 2.043 0.860 0.0 0.0 0.2
H -1.563 4.410 1.567 -0.1 -0.1 0.2
H -1.551 4.993 3.993 -0.1 -0.3 -0.1
H -1.849 3.197 5.701 0.0 0.0 -0.3
H -2.111 0.835 4.993 0.1 0.2 -0.2
H -2.629 -1.305 5.081 -0.2 -0.1 -0.1
H -4.683 -2.208 6.131 0.0 0.0 -0.4
H -6.695 -2.677 4.743 0.2 0.1 -0.2
H -6.657 -2.196 2.288 0.2 0.1 0.2
H -4.613 -1.212 1.248 0.0 -0.1 0.3

=====

No. 3
76
Properties=species:S:1:pos:R:3:forces:R:3 method="wB97M-V/def2-TZVPD" s2=3.761 lumo_ev="2.473 / 2.468" e_tot_ha=-4164.104751 de_lowest_ev=0.806 charge=-1 orbital_gap_ev="5.97 / 6.15" spin_multiplicity=4
Co 1.191 1.738 1.012 0.1 0.2 -0.5
O -0.514 3.056 1.928 -0.2 -0.2 0.7
C -1.243 2.390 2.919 0.2 0.2 -0.3
C -0.831 0.950 3.122 -0.1 0.0 0.0
C -1.413 0.194 4.135 -0.1 0.1 0.0
C -0.975 -1.092 4.355 0.0 -0.1 0.1
C 0.049 -1.593 3.563 0.1 -0.1 0.0
C 0.567 -0.783 2.573 0.1 -0.1 0.0
N 0.122 0.456 2.340 0.0 0.0 0.1
H -0.756 2.692 0.971 0.0 0.0 -0.2
H -2.321 2.422 2.717 -0.1 0.0 0.0
H -1.079 2.905 3.867 0.0 0.1 0.1
H -2.198 0.635 4.739 0.0 0.0 0.0
H -1.414 -1.697 5.139 0.0 0.0 0.0
H 0.445 -2.589 3.700 0.0 0.0 0.0
H 1.371 -1.126 1.934 0.0 0.1 0.1
C 5.722 1.566 2.051 -0.1 0.0 0.0
C 4.360 1.567 1.374 0.1 0.0 0.2
S 2.995 1.927 2.436 0.0 0.0 0.1
C 4.216 1.328 0.064 0.0 -0.1 -0.1
C 5.385 1.084 -0.860 -0.1 0.0 0.0
S 2.639 1.331 -0.729 0.1 -0.1 -0.1
H 5.598 1.618 3.132 0.0 0.0 0.0
H 6.328 2.426 1.744 0.0 0.0 0.0
H 6.289 0.660 1.819 0.0 0.0 0.0
H 6.338 1.064 -0.330 0.0 0.0 0.0
H 5.432 1.872 -1.620 0.0 -0.1 0.0
H 5.267 0.136 -1.400 0.0 0.1 0.0
C -1.940 3.971 -0.905 0.0 -0.1 0.1
C -0.575 3.313 -1.156 0.0 -0.1 -0.1
C 0.526 4.347 -0.900 0.0 0.0 0.1
C -0.497 2.873 -2.617 0.1 -0.1 0.0
O -0.449 2.174 -0.308 0.0 0.5 0.1
H -2.153 4.742 -1.653 0.0 0.0 0.1
H -1.958 4.437 0.084 0.0 0.0 0.0
H -2.728 3.213 -0.943 0.0 0.0 0.0
H 0.368 5.241 -1.514 0.0 -0.1 0.0
H 1.504 3.922 -1.136 0.0 0.0 0.0
H 0.526 4.646 0.152 0.0 0.0 0.0
H -0.590 3.734 -3.288 0.0 -0.1 0.0
H -1.300 2.163 -2.849 0.0 0.1 0.0
H 0.461 2.378 -2.802 -0.1 0.0 0.0
F -2.862 -4.514 -5.830 0.0 -0.1 -0.1
C -2.310 -3.715 -4.884 0.0 0.0 0.0
C -1.209 -4.165 -4.191 0.1 0.0 0.1
C -0.651 -3.338 -3.218 0.0 0.1 0.0
C -1.184 -2.081 -2.927 0.0 0.1 -0.2
C -2.290 -1.667 -3.679 0.0 -0.1 0.1
C -2.868 -2.476 -4.652 0.0 0.1 0.1
Sb -0.272 -0.635 -1.529 -0.2 -0.6 -0.1
C -2.090 -0.587 -0.346 0.0 0.2 0.2
C -2.281 -1.207 0.888 -0.1 0.0 -0.1
C -3.458 -1.037 1.616 0.1 -0.1 0.0
C -4.443 -0.231 1.093 0.0 0.0 0.0
F -5.588 -0.054 1.797 -0.1 0.0 0.0
C -4.299 0.417 -0.115 0.0 0.0 -0.1
C -3.113 0.241 -0.818 0.1 0.0 0.0
C 0.695 -2.257 -0.456 0.1 0.0 0.1
C 2.066 -2.167 -0.199 0.0 -0.1 0.0
C 2.738 -3.169 0.500 0.0 0.1 -0.1
C 2.018 -4.259 0.938 0.0 0.1 0.0
F 2.653 -5.232 1.630 0.1 -0.1 0.0
C 0.668 -4.402 0.691 -0.1 0.0 0.0
C 0.016 -3.395 -0.013 0.1 0.0 0.0
H -0.799 -5.144 -4.412 0.0 0.0 0.0
H 0.219 -3.697 -2.678 0.0 0.0 0.0
H -2.730 -0.688 -3.505 0.0 -0.1 0.0
H -3.729 -2.157 -5.225 0.0 0.0 0.0
H -1.504 -1.827 1.315 0.0 0.0 0.0
H -3.603 -1.514 2.579 0.0 0.0 -0.1
H -5.091 1.059 -0.484 0.1 0.0 0.0
H -2.981 0.790 -1.745 0.0 0.0 0.1
H 2.614 -1.283 -0.516 0.0 0.0 0.0
H 3.798 -3.096 0.712 0.0 0.0 0.0
H 0.145 -5.287 1.038 0.0 0.1 0.0
H -1.039 -3.517 -0.234 0.0 0.0 0.0

=====

No. 4
79
Properties=species:S:1:pos:R:3:forces:R:3 method="wB97M-V/def2-TZVPD" lumo_ev=-3.221 e_tot_ha=-2943.208657 de_lowest_ev=1.091 orbital_gap_ev=4.27
Pb 1.988 -0.016 -0.075 0.1 -0.3 0.2
O 1.163 2.353 -0.784 -0.4 0.0 -0.2
C 0.023 1.854 -0.841 0.1 0.1 0.2
O -0.175 0.594 -0.726 0.3 0.0 -0.1
C -1.226 2.713 -0.918 0.1 -0.2 0.3
P -2.298 2.310 0.553 0.0 0.3 -0.2
C -1.412 3.121 1.941 -0.1 -0.1 0.1
C -2.033 3.022 3.194 0.1 0.0 0.0
C -1.400 3.465 4.344 0.0 0.0 0.0
C -0.115 3.997 4.266 0.0 0.0 0.0
C 0.512 4.094 3.033 0.0 -0.1 0.0
C -0.129 3.659 1.874 0.0 0.1 0.0
C -3.699 3.455 0.246 -0.1 -0.1 0.1
C -4.676 2.990 -0.639 0.0 0.0 0.0
C -5.813 3.743 -0.895 0.0 0.0 0.0
C -5.998 4.962 -0.254 0.0 0.0 0.0
C -5.036 5.427 0.633 0.0 0.0 0.0
C -3.890 4.679 0.881 0.0 0.1 -0.1
H -1.813 2.405 -1.785 0.0 0.0 0.0
H -0.974 3.768 -0.979 0.0 0.1 -0.1
H -3.027 2.587 3.256 0.0 0.0 0.0
H -1.900 3.389 5.302 0.0 0.0 0.0
H 0.389 4.338 5.162 0.0 0.0 0.0
H 1.514 4.503 2.969 0.0 0.0 0.0
H 0.389 3.737 0.925 0.0 0.0 0.1
H -4.548 2.025 -1.122 0.0 0.1 0.1
H -6.566 3.371 -1.581 0.1 0.0 0.0
H -6.892 5.545 -0.440 0.0 0.0 0.0
H -5.182 6.373 1.141 0.0 0.0 0.0
H -3.145 5.061 1.568 0.0 0.0 0.0
C 0.155 -4.789 0.273 -0.1 0.0 0.1
Si 1.623 -3.613 0.248 0.1 -0.1 -0.2
C 2.712 -4.154 -1.170 0.0 0.1 -0.1
C 2.629 -3.840 1.825 -0.1 0.1 0.2
O 1.123 -2.076 0.115 -0.1 0.1 0.0
H 0.498 -5.828 0.333 0.0 0.1 0.0
H -0.437 -4.678 -0.641 0.0 0.0 0.1
H -0.511 -4.619 1.123 0.0 0.0 0.0
H 2.962 -5.219 -1.102 0.0 0.1 0.0
H 3.643 -3.578 -1.174 -0.1 -0.1 -0.1
H 2.209 -3.976 -2.126 0.1 0.0 0.1
H 2.975 -4.869 1.964 0.0 0.1 0.0
H 2.040 -3.558 2.710 0.1 0.0 -0.1
H 3.511 -3.190 1.795 0.0 -0.1 0.0
F 0.209 -3.978 5.779 0.0 -0.3 0.2
C -0.004 -3.037 4.891 0.0 0.3 -0.3
C -0.765 -3.354 3.767 0.0 -0.1 0.0
C -0.952 -2.378 2.830 0.0 0.1 -0.1
C -0.381 -1.087 3.011 0.1 -0.1 0.3
C -0.507 -0.130 2.044 -0.1 0.2 -0.3
C 0.368 -0.811 4.192 0.0 0.2 -0.1
C 0.557 -1.779 5.131 0.0 -0.1 0.2
H -1.164 -4.352 3.651 0.0 0.0 0.0
H -1.523 -2.577 1.930 0.1 0.0 0.0
H -0.086 0.863 2.200 -0.1 -0.1 -0.1
H -1.052 -0.301 1.117 0.1 0.1 0.1
H 0.792 0.178 4.325 0.0 0.0 0.0
H 1.122 -1.610 6.037 0.0 0.0 0.0
N -1.347 -1.921 -1.434 -0.4 -0.3 -0.4
C -2.587 -1.332 -1.471 0.2 -0.1 0.1
C -3.024 -0.659 -2.621 0.0 0.1 0.0
C -4.302 -0.134 -2.695 0.0 0.0 0.0
C -5.188 -0.253 -1.628 0.0 -0.1 -0.1
C -4.761 -0.906 -0.483 0.1 -0.1 0.1
C -3.480 -1.434 -0.399 -0.1 0.0 0.1
H -0.858 -2.087 -0.570 0.1 0.1 0.1
H -0.716 -1.693 -2.182 0.1 0.1 0.1
H -2.334 -0.560 -3.454 -0.1 0.0 0.0
H -4.617 0.378 -3.598 0.0 0.0 0.0
H -6.191 0.149 -1.692 0.0 0.0 0.0
H -5.438 -1.016 0.357 0.0 0.0 0.0
H -3.172 -1.958 0.503 0.0 0.0 -0.1
F 3.709 -1.408 -2.342 0.1 -0.1 0.1
C 2.900 -0.308 -2.252 -0.2 0.2 0.0
F 3.700 0.775 -2.514 0.0 0.1 0.0
C 1.915 -0.405 -3.410 0.0 0.0 0.1
F 2.514 -0.462 -4.604 0.0 0.0 -0.1
F 1.169 -1.519 -3.277 0.0 0.0 -0.1
F 1.090 0.649 -3.416 0.0 0.0 -0.1